#i
Computed, not measured: a single C3H7NO2S molecule, with ωB97M-V with the def2-TZVPD basis set.

The value obtained for the molar mass is 121.2 g mol⁻¹. As for the net charge: 0. Its SMILES is C=CC[S@@H](=O)=NO.

Each line ends with the Löwdin charge.
Geometry (Å):
1 C 1.289 0.008 -1.688  0.044
2 C 0.077 0.448 -1.459  -0.252
3 C -0.282 1.223 -0.302  -0.220
4 S -0.900 -0.006 1.108  0.734
5 O -1.754 -1.019 0.601  -0.390
6 N 0.302 -0.463 1.871  -0.355
7 O 0.254 -1.833 2.304  -0.167
8 H 1.440 -0.567 -2.491  0.024
9 H 2.066 0.206 -0.989  0.071
10 H -0.687 0.163 -2.227  0.130
11 H -1.068 1.840 -0.523  0.052
12 H 0.579 1.725 0.259  0.125
13 H -1.843 0.795 1.918  0.086
14 H 0.526 -2.521 1.619  0.117



#ii
Computed, not measured: a 2-piece molecular cluster, C3H7NO2S overall, with ωB97M-V with the def2-TZVPD basis set.

The value obtained for the molar mass is 121.2 g mol⁻¹. As for the net charge: 0. Its SMILES is CC(=O)O.CN=S.

Each line ends with the Löwdin charge.
Geometry (Å):
1 C -1.243 0.518 0.012  -0.092
2 C -2.189 -0.433 0.474  -0.578
3 O -3.147 -0.226 1.211  0.083
4 O -1.857 -1.727 0.161  0.070
5 H -1.750 1.430 -0.516  0.140
6 H -0.403 0.341 -0.622  0.031
7 H -0.747 1.068 0.837  0.089
8 H -2.551 -2.289 0.379  0.079
9 C 2.534 0.567 -0.625  -0.256
10 N 2.217 -0.687 -0.078  -0.585
11 S 1.154 -1.170 1.011  0.726
12 H 1.852 1.426 -0.278  0.083
13 H 2.605 0.481 -1.805  0.126
14 H 3.524 0.701 -0.163  0.083



#iii
Computed, not measured: a single C3H7NO2S molecule, with ωB97M-V with the def2-TZVPD basis set.

The value obtained for the molar mass is 121.2 g mol⁻¹. As for the net charge: 0. Its SMILES is CCOC(=S)NO.

Each line ends with the Löwdin charge.
Geometry (Å):
1 C 1.765 -0.606 -0.376  -0.052
2 C 0.314 -0.977 0.365  -0.222
3 O -0.876 -1.026 -0.327  -0.107
4 C -1.828 -0.003 -0.298  -0.901
5 S -3.390 -0.420 -0.132  0.695
6 N -1.316 1.137 0.057  -0.064
7 O -0.124 1.745 -0.223  0.012
8 H 2.463 -0.553 0.529  0.082
9 H 2.018 -1.304 -1.252  0.083
10 H 1.982 0.383 -0.828  0.045
11 H 0.381 -1.924 0.898  0.128
12 H 0.279 -0.240 1.031  0.042
13 H -2.066 1.875 0.015  0.162
14 H 0.397 1.913 0.540  0.098



#iv
Computed, not measured: a single C3H7NO2S molecule, with ωB97M-V with the def2-TZVPD basis set.

The value obtained for the molar mass is 121.2 g mol⁻¹. As for the net charge: 0. Its SMILES is O=C(O)NCCS.

Each line ends with the Löwdin charge.
Geometry (Å):
1 O -1.361 -1.627 1.465  0.100
2 C -0.647 -1.887 0.534  -0.615
3 O -0.417 -3.180 0.117  0.083
4 N 0.018 -1.010 -0.253  0.061
5 C 0.059 0.381 0.135  -0.284
6 C 0.734 1.186 -0.967  -0.588
7 S 0.746 2.902 -0.447  0.725
8 H -1.205 -3.665 0.394  0.116
9 H 0.734 -1.405 -0.840  0.145
10 H 0.673 0.480 1.041  0.125
11 H -0.959 0.736 0.297  0.122
12 H 0.171 1.029 -1.888  0.081
13 H 1.719 0.762 -1.172  0.075
14 H 0.828 3.476 -1.655  -0.147



It is #i that is the least stable of them.



#i
Computed, not measured: a single C3H7NO2S molecule, with ωB97M-V with the def2-TZVPD basis set.

The value obtained for the molar mass is 121.2 g mol⁻¹. As for the net charge: 0.

Each line ends with the Löwdin charge.
Geometry (Å):
1 C 1.241 -0.166 0.753  -0.166
2 C 0.490 1.090 1.222  -0.194
3 C -0.090 -0.608 0.146  -0.475
4 N -0.765 0.490 0.775  -0.048
5 O -0.272 -1.973 -2.146  -0.479
6 O -1.505 0.223 -1.891  -0.320
7 S -0.047 -0.606 -1.719  0.927
8 H 2.035 0.012 0.030  0.094
9 H 1.611 -0.800 1.552  0.105
10 H 0.486 1.266 2.299  0.103
11 H 0.796 2.011 0.714  0.111
12 H -0.522 -1.753 0.611  0.196
13 H -1.398 1.024 0.196  0.090
14 H -2.060 -0.210 -2.543  0.055



#ii
Computed, not measured: a single C3H7NO2S molecule, with ωB97M-V with the def2-TZVPD basis set.

The value obtained for the molar mass is 121.2 g mol⁻¹. As for the net charge: 0.

Each line ends with the Löwdin charge.
Geometry (Å):
1 C -0.591 -1.410 -0.254  -0.226
2 C -0.998 0.846 0.432  -0.254
3 C -0.033 0.003 -0.510  -0.441
4 N 1.325 0.115 -0.166  0.041
5 O -3.281 0.825 -0.729  -0.461
6 O -2.001 -1.417 -0.021  -0.378
7 S -2.701 0.141 0.372  0.944
8 H -0.506 -2.065 -1.164  0.137
9 H -0.039 -1.785 0.671  0.137
10 H -0.482 0.891 1.419  0.096
11 H -1.136 1.835 -0.086  0.100
12 H -0.126 0.331 -1.575  0.160
13 H 1.820 0.833 -0.492  0.016
14 H 1.441 0.227 0.907  0.128



It is #i that is the least stable of them.